Here is C15H40B2F8FeO15S5 as an isolated structure from OMol25. Energies are from ωB97M-V with the def2-TZVPD basis set.

The geometry in XYZ format:
```
86
Properties=species:S:1:pos:R:3:forces:R:3:mulliken_charge:R:1
Fe 0.1844 -0.1629 -0.3651 -0.375 0.501 -0.293 2.332
B 0.6851 -2.2005 -2.1707 0.716 -0.864 -0.562 -0.309
F 1.2243 -1.6133 -3.3212 -0.124 -0.110 0.329 -0.422
F -0.5448 -1.5485 -1.8333 0.284 -0.359 0.201 -0.329
F 0.5514 -3.5701 -2.3008 -0.290 0.456 -0.009 -0.329
F 1.5789 -1.9502 -1.0621 -0.424 0.239 -0.111 0.004
B -0.0827 2.1201 1.4727 -0.546 -0.128 0.240 -0.262
F 0.4057 1.9598 0.1249 0.216 0.256 0.094 -0.401
F -1.1322 3.0385 1.5127 0.106 -0.161 -0.240 -0.419
F -0.6034 0.8033 1.7364 0.018 0.300 0.418 -0.115
F 0.9103 2.4717 2.3550 0.087 -0.192 -0.177 -0.364
O -1.2246 -4.0427 1.3872 0.261 -0.637 0.114 -0.736
S -1.4040 -2.6405 1.4885 -0.997 0.350 0.306 1.190
O -0.4263 -1.7501 0.9720 0.547 0.042 -0.309 -0.537
O -2.7498 -2.2310 0.7829 0.254 0.039 0.102 0.238
C -3.8281 -3.1642 0.7104 -1.318 -0.236 -0.048 -0.234
C -4.7305 -3.1838 1.9388 0.434 -0.394 0.256 -1.252
C -1.6854 -2.1674 3.1703 0.040 -0.546 -0.157 -0.944
H -3.4979 -4.1774 0.4902 0.399 0.134 -0.034 0.414
H -4.4284 -2.8143 -0.1295 0.297 -0.004 -0.055 0.005
H -5.5629 -3.8536 1.7161 -0.144 0.202 -0.051 0.448
H -5.1004 -2.2026 2.2336 -0.057 0.050 -0.181 0.233
H -4.2426 -3.6340 2.8085 0.101 0.112 -0.066 0.349
H -0.7162 -1.9053 3.5869 -0.050 0.156 0.066 0.031
H -2.1046 -3.0415 3.6622 -0.019 0.069 0.152 0.537
H -2.3866 -1.3421 3.1786 0.147 0.233 0.056 0.211
O 1.7831 -0.3215 1.1097 -0.408 0.824 -1.100 -0.427
S 2.5634 -0.7657 2.1937 -0.815 -0.922 0.868 1.206
O 3.8194 -0.1774 2.4566 0.961 0.287 0.082 -0.752
O 1.6136 -0.6138 3.4487 0.298 0.041 -0.014 0.054
C 2.2122 -0.6634 4.7551 0.114 0.129 0.879 -0.436
C 1.4359 0.2550 5.6755 0.472 -0.087 0.222 -1.233
C 2.7038 -2.5191 2.0581 0.598 0.177 -0.138 -1.013
H 3.2539 -0.3445 4.7425 -0.041 0.082 -0.387 0.432
H 2.2161 -1.6917 5.1329 -0.255 -0.046 -0.228 0.284
H 0.3767 0.0127 5.7045 -0.057 0.082 -0.057 0.272
H 1.6008 1.2942 5.3991 -0.271 0.010 -0.201 0.290
H 1.8554 0.1407 6.6799 -0.153 -0.076 -0.007 0.429
H 1.8071 -2.9958 2.4343 -0.067 -0.016 0.025 0.271
H 3.6026 -2.7880 2.6093 -0.128 -0.270 0.061 0.478
H 2.8222 -2.7389 0.9988 -0.026 -0.066 -0.019 0.254
O -2.0093 0.2754 -0.5014 0.742 -0.570 0.231 -0.038
S -3.3110 0.7655 -0.7454 -0.368 0.562 0.232 1.071
O -3.5271 1.7946 -1.6960 -0.120 0.430 -0.422 -0.790
O -4.1627 -0.4972 -1.1327 0.079 -0.383 -0.058 0.152
C -5.4733 -0.2212 -1.6265 -1.004 0.134 -0.214 -0.312
C -6.2858 -1.4908 -1.6718 -0.046 -0.260 0.150 -1.374
C -3.9789 1.2352 0.8098 0.755 -0.243 0.317 -0.803
H -5.4306 0.2165 -2.6233 0.330 0.039 0.049 0.268
H -5.9770 0.4995 -0.9736 0.130 0.033 -0.018 0.383
H -5.7523 -2.2902 -2.1869 -0.039 0.089 -0.150 0.327
H -7.2129 -1.2691 -2.1998 0.009 -0.111 -0.101 0.432
H -6.5690 -1.8652 -0.6852 0.136 0.132 0.059 0.307
H -3.1658 1.7974 1.2784 -0.164 0.228 -0.044 0.192
H -4.0814 0.3082 1.3729 -0.287 0.070 0.058 0.066
H -4.8824 1.8216 0.7188 -0.139 -0.031 -0.026 0.488
O -0.2022 0.9720 -2.3323 0.193 -0.168 0.782 -0.272
S -0.2890 1.4155 -3.6834 0.569 0.259 -0.578 1.193
O -1.1615 0.7627 -4.5828 -0.740 -0.225 -0.380 -0.766
O -0.7000 2.9277 -3.6523 0.146 0.443 -0.175 -0.464
C 0.1153 3.8258 -2.8182 -0.278 -0.330 -0.125 0.604
C -0.8114 4.6685 -1.9795 -0.327 -0.128 0.429 -1.183
C 1.3258 1.4390 -4.3677 -0.031 -0.403 0.577 -0.675
H 0.7281 4.4099 -3.5038 0.010 -0.015 0.002 0.402
H 0.7528 3.2074 -2.1887 -0.007 0.046 0.092 -0.373
H -0.3825 4.8041 -0.9864 0.081 0.295 -0.080 0.303
H -1.7418 4.1290 -1.8065 0.013 -0.167 -0.058 0.166
H -1.0838 5.6211 -2.4289 0.200 0.053 -0.040 0.368
H 1.6628 0.4012 -4.3149 -0.080 0.123 -0.151 0.101
H 1.9597 2.0109 -3.6933 -0.039 0.135 -0.386 0.172
H 1.2962 1.7943 -5.3891 -0.018 0.172 -0.058 0.522
O 2.3791 0.6187 -1.4153 -0.866 0.212 0.239 -0.339
S 3.6824 0.5355 -1.9474 0.840 0.167 0.449 1.188
O 3.9493 1.0568 -3.2467 0.431 0.045 -0.366 -0.848
O 4.5890 1.2984 -0.8892 -0.103 -0.219 -0.101 0.002
C 5.9069 1.6577 -1.3022 0.908 0.674 0.103 -0.207
C 6.5937 2.4419 -0.2075 1.082 -0.238 0.083 -1.328
C 4.2958 -1.0939 -1.8395 0.021 -0.147 -0.491 -0.822
H 5.8747 2.2635 -2.2071 -0.284 -0.051 -0.039 0.316
H 6.5491 0.7979 -1.5235 -0.435 -0.275 0.026 0.244
H 6.1285 3.3842 0.0646 -0.235 -0.074 -0.034 0.320
H 7.6064 2.6517 -0.5803 -0.233 0.286 -0.158 0.421
H 6.8276 1.8502 0.6808 -0.623 -0.047 0.064 0.313
H 3.7755 -1.6592 -2.6102 -0.055 -0.088 0.043 0.328
H 4.0804 -1.4997 -0.8617 0.023 -0.006 0.154 0.003
H 5.3579 -1.0533 -2.0685 0.041 -0.105 0.089 0.491
```
Positions in Å, forces in eV/Å.

Its relative energy (zero: lowest compared OMol25 entry of this formula, charge and spin) is 0.0 kcal per mole. As for the total energy: -5827.88309 Eh. The multiplicity is 5. For the HOMO-LUMO gap (alpha / beta), the calculation gives 10.76 / 8.96 eV.

=====

Here is a 5-piece molecular cluster, C15H40FNO15S6 overall from OMol25. Energies are from ωB97M-V with the def2-TZVPD basis set.

The geometry in XYZ format:
```
78
Properties=species:S:1:pos:R:3:forces:R:3:mulliken_charge:R:1
O -0.5656 4.5765 -4.8800 0.359 -0.061 -0.139 -0.537
S -1.1104 3.6052 -5.7654 -0.943 1.114 0.691 1.097
O -2.4473 3.7865 -6.2053 0.219 -0.516 -0.183 -0.588
F -1.0580 2.2654 -4.9783 0.251 -0.375 -0.523 -0.151
N -0.1172 3.3710 -7.0848 0.153 -0.219 -0.094 0.046
O 0.5252 2.1171 -7.1025 -0.126 0.082 0.470 -0.332
C 0.8427 4.4686 -7.2674 0.008 0.221 0.181 -1.113
C 2.0634 4.4222 -6.3505 0.116 0.155 -0.142 0.350
C 3.4208 4.2425 -7.0491 -0.093 -0.054 0.305 -0.863
S 3.4787 3.0661 -8.4267 0.105 -0.204 -0.067 -0.229
H 0.4986 1.8689 -8.0307 -0.088 -0.125 -0.233 0.339
H 1.1160 4.4490 -8.3186 0.063 -0.120 -0.100 0.535
H 0.2772 5.3842 -7.1145 -0.061 0.063 -0.014 0.331
H 2.1074 5.3614 -5.8028 0.024 0.034 0.142 0.419
H 1.9340 3.6504 -5.5975 -0.046 -0.174 -0.026 -0.191
H 3.8281 5.2003 -7.3557 -0.003 0.037 -0.254 0.383
H 4.1246 3.8467 -6.3214 0.081 -0.007 0.055 0.377
H 3.3505 3.9274 -9.4379 -0.028 0.131 -0.050 0.119
C 1.8482 0.2904 -4.4023 0.252 -0.062 -0.141 -0.936
C 1.5918 0.9124 -3.0498 -0.260 0.186 -0.334 -0.267
O 2.2772 0.2293 -1.9812 -0.042 -0.088 0.073 -0.127
S 3.8461 0.4490 -1.8503 -0.224 -0.153 0.227 1.221
C 4.0423 -0.2780 -0.2633 -0.006 0.001 0.065 -0.866
O 4.1040 1.8559 -1.7870 0.093 0.109 -0.115 -0.675
O 4.5202 -0.3504 -2.8257 0.121 0.044 -0.075 -0.635
H 2.8899 0.3952 -4.7018 0.022 0.013 0.021 0.344
H 1.2321 0.7763 -5.1590 -0.065 -0.015 0.063 0.197
H 1.6189 -0.7750 -4.3827 -0.054 0.003 -0.003 0.368
H 1.8489 1.9730 -3.0296 0.106 -0.030 0.067 0.347
H 0.5335 0.8264 -2.8102 0.036 -0.021 0.218 0.088
H 3.5073 0.3188 0.4696 -0.038 -0.008 -0.012 0.283
H 5.1090 -0.2833 -0.0510 0.015 0.018 -0.030 0.416
H 3.6595 -1.2942 -0.2948 -0.014 -0.003 -0.012 0.238
C -2.6359 -1.3965 -1.0449 0.015 -0.084 0.169 -1.068
C -1.8139 -0.1683 -0.7071 -0.053 -0.236 -0.464 0.070
O -1.8304 0.1408 0.7041 -0.015 0.066 0.042 -0.371
S -0.9556 -0.7463 1.6871 -0.167 0.316 0.169 1.308
C -1.1296 0.2592 3.1160 -0.047 0.053 0.029 -0.995
O 0.4067 -0.7288 1.2466 0.149 -0.172 -0.139 -0.535
O -1.6081 -2.0007 1.9071 0.099 -0.174 -0.032 -0.661
H -2.2028 -2.2980 -0.6156 0.026 0.005 -0.005 0.264
H -2.6808 -1.5204 -2.1272 -0.006 0.064 -0.017 0.409
H -3.6492 -1.2977 -0.6566 -0.022 0.027 -0.046 0.273
H -0.7851 -0.2777 -1.0554 0.072 0.027 0.207 -0.025
H -2.2389 0.7093 -1.1894 0.023 0.106 0.151 0.328
H -0.6479 1.2155 2.9336 0.004 -0.001 -0.024 0.399
H -0.6417 -0.2666 3.9335 0.005 -0.036 -0.011 0.364
H -2.1865 0.3817 3.3354 -0.003 -0.031 0.038 0.253
C 1.6337 -4.4131 1.5398 0.186 -0.078 0.042 -0.999
C 1.3563 -3.8072 2.8993 -0.276 0.259 -0.396 -0.255
O 2.0825 -4.4603 3.9714 0.060 -0.109 0.032 -0.281
S 3.6335 -4.1609 4.0961 -0.264 -0.113 0.150 1.284
C 3.8682 -4.8649 5.6906 0.014 -0.002 0.046 -0.948
O 3.8268 -2.7441 4.1558 0.100 0.119 -0.079 -0.649
O 4.3560 -4.9325 3.1337 0.112 0.022 -0.067 -0.621
H 2.6674 -4.2594 1.2344 0.008 0.025 0.004 0.302
H 0.9835 -3.9457 0.8004 -0.060 0.023 0.050 0.314
H 1.4476 -5.4870 1.5525 -0.053 0.005 -0.013 0.307
H 1.5795 -2.7397 2.9105 0.090 -0.027 0.064 0.311
H 0.3065 -3.9292 3.1547 0.039 -0.049 0.164 0.231
H 3.3040 -4.2882 6.4174 -0.016 0.004 -0.006 0.310
H 4.9339 -4.8106 5.9008 0.012 0.016 -0.019 0.372
H 3.5405 -5.9002 5.6649 -0.001 -0.008 -0.014 0.316
C -6.7189 -0.8168 4.6981 0.096 -0.105 0.138 -0.988
C -6.1232 0.4911 5.1758 -0.125 0.027 -0.396 -0.267
O -5.6775 0.4430 6.5519 -0.019 -0.049 0.098 -0.275
S -4.3369 -0.3464 6.8650 -0.201 0.159 0.138 1.184
C -4.1098 0.2346 8.5083 0.017 0.035 0.026 -0.983
O -3.3001 0.1634 6.0190 0.153 -0.035 -0.163 -0.564
O -4.5988 -1.7500 6.8931 0.073 -0.097 -0.032 -0.609
H -5.9717 -1.6071 4.6585 0.023 0.011 -0.015 0.304
H -7.1305 -0.6854 3.6974 -0.023 0.060 0.003 0.384
H -7.5139 -1.1430 5.3681 -0.037 0.028 -0.024 0.277
H -5.2932 0.8107 4.5440 0.068 -0.032 0.080 0.250
H -6.8717 1.2801 5.1629 0.019 0.032 0.126 0.263
H -3.9300 1.3053 8.4836 -0.010 0.006 -0.011 0.316
H -3.2449 -0.2912 8.9062 0.012 -0.015 -0.020 0.369
H -4.9970 -0.0058 9.0870 -0.010 -0.015 -0.005 0.344
```
Positions in Å, forces in eV/Å.

Its relative energy (zero: lowest compared OMol25 entry of this formula, charge and spin) is 0.0 kcal per mole. As for the total energy: -4267.74876 Eh. The multiplicity is 1. As for the structure (SMILES): O=S(=O)(F)N(O)CCCS.CCOS(C)(=O)=O.CCOS(C)(=O)=O.CCOS(C)(=O)=O.CCOS(C)(=O)=O. For the HOMO-LUMO gap, the calculation gives 9.86 eV.

=====

Here is a 7-piece molecular cluster, C15H40O9S6 overall from OMol25. Energies are from ωB97M-V with the def2-TZVPD basis set.

The geometry in XYZ format:
```
70
Properties=species:S:1:pos:R:3:forces:R:3:mulliken_charge:R:1
C 6.4452 11.5750 -15.9331 -1.359 1.326 1.156 0.179
C 5.6153 12.2679 -16.9777 1.603 -0.177 -2.557 -0.012
O 6.1230 11.5775 -18.1705 -0.215 -1.750 -0.016 -0.417
C 6.6371 10.3039 -17.7926 0.335 1.224 -0.747 0.668
O 6.9912 9.4191 -18.5228 -0.881 1.559 1.206 -0.501
O 6.7845 10.3491 -16.4410 0.057 -2.466 -1.370 -0.366
H 5.6761 11.4304 -15.1743 1.072 -0.034 1.161 0.352
H 7.3748 12.0960 -15.7039 -0.589 0.182 0.496 -0.089
H 5.9063 13.3000 -17.1734 -0.229 0.064 0.492 -0.062
H 4.5324 12.1587 -16.9186 0.085 -0.183 0.138 0.243
C 5.1655 20.3233 -13.9325 -1.127 -1.571 0.992 -1.047
S 6.5572 19.1144 -13.8792 -0.292 2.081 0.756 1.004
O 7.7158 19.9059 -14.3537 0.264 -0.694 -0.203 -0.616
C 6.8026 18.9269 -12.0432 0.049 -0.495 -0.283 -0.834
H 4.2959 19.7416 -14.2381 -0.025 0.088 -1.130 0.328
H 5.3561 21.2267 -14.5119 0.273 -0.379 0.061 0.353
H 4.7617 20.4821 -12.9327 0.885 0.714 0.391 0.412
H 7.4293 19.7693 -11.7502 -0.195 0.115 -0.131 0.374
H 7.3389 18.0030 -11.8268 0.102 0.029 -0.354 0.092
H 5.8677 18.8761 -11.4852 -0.140 0.238 -0.322 0.404
C 8.2803 14.9074 -9.1664 -1.101 0.915 0.648 -0.895
S 9.9254 14.3408 -9.5568 0.760 2.700 -0.651 0.572
O 10.8515 15.5705 -9.6613 -1.526 -1.825 -0.072 -0.630
C 10.1506 13.7442 -7.9224 0.097 0.097 0.137 -0.934
H 7.7573 15.5537 -9.8713 0.178 -0.672 -0.750 0.178
H 8.2658 15.5704 -8.3014 0.705 -0.042 0.342 0.355
H 7.6993 14.0461 -8.8370 -0.229 -0.064 -0.552 0.371
H 11.1690 13.3784 -8.0533 -0.150 -0.543 1.129 0.326
H 9.3262 13.0789 -7.6659 0.633 -0.734 -0.143 0.360
H 10.0400 14.5748 -7.2254 0.570 0.163 -0.138 0.308
C 8.7655 16.0559 -13.5910 -1.298 -0.731 -0.097 -0.404
S 8.6582 14.2996 -14.2191 -1.031 0.535 -0.677 0.408
O 7.2785 14.2261 -14.9401 2.175 0.686 0.951 -0.626
C 9.9629 14.3829 -15.4421 0.575 0.192 -1.136 -0.986
H 8.0669 16.5675 -14.2530 0.359 0.218 -0.396 -0.101
H 9.7100 16.5839 -13.4602 0.089 -0.520 -0.229 0.515
H 8.2054 15.9794 -12.6590 0.334 0.031 0.308 0.108
H 9.8329 15.1392 -16.2162 -0.446 0.367 0.287 0.242
H 10.0971 13.4633 -16.0118 -0.435 -0.369 0.413 0.383
H 10.9407 14.5983 -15.0113 -0.191 0.023 0.554 0.450
C 10.2546 7.6736 -15.0019 -0.356 -0.651 0.007 -1.007
S 11.2374 9.1969 -15.3189 0.374 -1.755 -0.992 0.440
O 11.8390 8.7993 -16.6706 -1.094 1.427 1.576 -0.604
C 9.7698 10.3455 -15.3679 -0.011 -0.768 -1.301 -0.901
H 9.8252 7.4382 -14.0281 -0.173 1.050 0.290 0.381
H 10.8422 6.7663 -15.1423 0.702 0.504 -0.489 0.369
H 9.4772 7.6480 -15.7655 -0.059 0.092 0.009 0.303
H 9.3648 10.4307 -16.3763 0.561 -0.040 -0.439 0.334
H 10.0537 11.3459 -15.0414 -0.136 -0.341 0.482 0.277
H 8.9277 9.8242 -14.9126 0.266 0.457 0.884 0.370
C 5.2683 16.2697 -16.2545 0.213 0.745 -0.208 -1.036
S 4.8275 18.0650 -16.5858 -1.495 -2.103 -0.358 0.680
O 3.3860 18.1991 -16.1582 1.548 0.364 -0.220 -0.509
C 4.8368 18.0884 -18.4592 0.395 0.166 0.619 -0.928
H 5.5516 16.0195 -15.2322 -0.199 0.620 0.162 0.367
H 6.1640 16.0604 -16.8394 -0.226 -0.138 -0.300 0.370
H 4.3710 15.7121 -16.5230 0.173 0.034 -0.304 0.541
H 4.2293 17.2937 -18.8923 -0.225 -0.036 0.535 0.371
H 5.8634 17.9381 -18.7931 0.066 0.203 0.175 0.278
H 4.4625 19.0684 -18.7549 0.064 -0.071 0.112 0.390
C 10.8427 20.1387 -16.2381 -0.742 0.484 0.780 -0.667
S 10.8812 18.7178 -17.3211 -0.488 -2.156 0.327 0.376
O 11.0445 17.4349 -16.4924 -0.417 1.922 -0.846 -0.533
C 9.0550 18.7738 -17.7702 0.334 0.168 0.155 -0.764
H 10.5782 21.0116 -16.8350 0.053 -0.021 -0.146 0.355
H 11.7417 20.3702 -15.6669 0.392 -0.497 -0.570 0.381
H 10.0713 20.0046 -15.4798 -0.225 -0.147 -0.081 0.051
H 8.8358 19.6034 -18.4424 0.204 0.318 0.272 0.486
H 8.4939 18.8389 -16.8380 0.032 0.216 0.102 0.008
H 8.7035 17.8945 -18.3100 0.728 -0.344 0.103 0.359
```
Positions in Å, forces in eV/Å.

As for the total energy: -3661.19970 Eh. As for the net charge: +1. The multiplicity is 2. For the HOMO-LUMO gap (alpha / beta), the calculation gives 7.46 / 1.79 eV.